A cluster of 2 separate species, C16H23BrFN4O6 in total in a non-equilibrium geometry, computed with ωB97M-V/def2-TZVPD.

HOMO energy (eV): -13.0
Frontier orbital gap (Ha): 0.29933
Net charge: +1
E_LUMO (eV): -4.87
2S+1: 1
Maximum force (eV/A): 2.9
DFT total energy (hartree): -3967.481340

```
51
Properties=species:S:1:pos:R:3:forces:R:3
Br 6.266011 -2.835325 2.820043 -0.382 0.162 -0.426
F -2.445699 -2.376724 -0.404767 0.418 -0.065 0.309
O -3.915824 4.385443 -3.441308 0.042 -0.026 0.018
O -1.222464 -1.721022 2.066610 0.401 0.115 0.219
O -2.232557 2.878805 -3.375733 0.091 -0.076 0.102
O 2.059980 -5.871647 2.368026 -0.221 0.869 0.921
O 4.868198 -0.499007 2.582350 -0.300 0.503 0.171
O -1.906231 5.079129 -3.786864 0.007 -0.045 0.033
N 2.840872 -3.630790 2.624005 -0.850 -0.051 0.205
N 2.028854 -2.659241 2.002394 0.595 -1.109 0.869
N 0.763552 -2.665879 2.385543 0.631 0.709 -0.964
N 2.479156 1.491225 -0.104764 -0.195 -0.783 0.145
C -1.505006 -0.695638 3.071513 -0.639 0.443 0.213
C 2.311645 -4.769456 2.578973 0.869 -0.839 -1.222
C -4.835390 3.329429 -3.159011 -0.296 -0.155 0.031
C 2.502361 0.078849 -0.592135 -0.945 0.562 -0.582
C -1.380265 -2.006308 -1.205495 -0.399 0.454 -1.479
C -1.182685 -0.486641 -1.186181 -0.405 -0.327 0.649
C 2.616107 -1.869845 1.137492 1.875 1.621 -1.445
C 0.527124 -0.846409 0.734246 0.935 0.188 -0.227
C -0.507931 4.823148 -3.903441 0.296 0.061 -0.088
C -0.462921 0.093692 0.081211 0.494 0.421 -0.599
C 1.898102 -0.871632 0.419897 -1.354 -0.671 0.889
C 0.080976 -1.761687 1.734043 -2.227 0.397 0.153
C -2.232786 -1.281931 4.302908 0.468 0.118 -1.009
C -2.644682 4.003283 -3.519993 -0.129 0.219 -0.068
C 4.958474 -1.569366 2.108885 0.211 -0.333 -0.150
C 4.112314 -2.035411 0.903687 0.071 -1.604 0.412
H -0.558915 -0.186577 3.312417 -0.292 -0.197 0.142
H -2.190653 -0.044575 -1.196642 0.321 -0.127 -0.146
H -1.967868 -2.344945 4.374300 -0.090 0.348 0.316
H 1.891569 1.499111 0.724827 0.372 0.331 0.127
H -2.173861 0.034952 2.589619 0.348 -0.179 0.105
H 4.304232 -3.109993 0.758341 0.012 0.371 -0.010
H -4.615698 2.876009 -2.193024 0.086 -0.057 -0.077
H -0.709655 -0.162750 -2.123106 0.127 -0.156 0.357
H -3.309569 -1.181429 4.125818 0.250 -0.180 0.316
H -1.678768 -2.272091 -2.233342 0.167 0.009 0.279
H 1.956543 2.040142 -0.782080 0.324 0.122 0.020
H -0.309694 4.133347 -4.722901 -0.031 -0.084 0.101
H -0.109359 4.431325 -2.967676 -0.050 -0.100 -0.049
H 4.468936 -1.540933 -0.002373 -0.199 0.169 0.375
H -1.195100 0.498670 0.786051 0.199 -0.471 -0.030
H -1.927096 -0.711895 5.186535 -0.212 -0.313 -0.066
H -0.474026 -2.593825 -0.995348 -0.289 0.104 0.394
H 0.113179 0.966503 -0.258516 -0.315 -0.265 0.149
H -4.813490 2.579098 -3.948075 0.108 -0.035 0.076
H -5.828545 3.768577 -3.121402 0.118 0.185 -0.043
H -0.023394 5.771491 -4.119642 -0.204 0.069 0.016
H 1.825496 0.052864 -1.467338 0.345 -0.413 0.196
H 3.486449 -0.212119 -0.968577 -0.155 0.112 0.374
```
Forces are in eV/Å.